# 1
# C19H24N5O4SeTi

C19H24N5O4SeTi as an isolated structure (ωB97M-V/def2-TZVPD, the OMol25 dataset).

<S²> ... 2.011
Kohn-Sham gap (alpha / beta) ... 6.12 / 6.28 eV

Geometry as ORCA input:
```
! wB97M-V def2-TZVPD RIJCOSX def2/J DEFGRID3
* xyz -1 3
Ti -0.377 -0.199 0.777
O -0.956 3.523 -0.950
C -0.871 2.520 -0.262
O -0.514 1.337 -0.626
C -1.268 2.579 1.214
C -1.684 3.695 1.915
C -2.055 3.538 3.249
C -2.011 2.280 3.845
C -1.567 1.211 3.088
N -1.205 1.388 1.816
C -1.430 -0.242 3.545
O -1.860 -0.575 4.639
O -0.865 -0.983 2.658
H -1.716 4.649 1.409
H -2.384 4.395 3.822
H -2.305 2.110 4.871
C -3.169 -0.079 -0.827
N -2.408 -1.082 -0.073
C -3.249 -1.610 1.007
C -1.985 -2.168 -0.973
C -0.809 -2.952 -0.414
N 0.373 -2.100 -0.205
C 1.358 -2.800 0.638
C 1.009 -1.721 -1.485
H -4.071 -0.522 -1.271
H -2.543 0.353 -1.604
H -3.469 0.725 -0.154
H -4.163 -2.060 0.597
H -3.525 -0.800 1.681
H -2.706 -2.344 1.595
H -1.710 -1.724 -1.931
H -2.822 -2.855 -1.165
H -0.566 -3.773 -1.103
H -1.073 -3.397 0.547
H 1.643 -3.757 0.181
H 0.929 -2.978 1.624
H 2.251 -2.181 0.727
H 1.241 -2.616 -2.076
H 1.940 -1.194 -1.271
H 0.360 -1.063 -2.062
N 2.421 1.175 1.894
C 1.526 0.573 1.439
H 3.424 1.274 1.846
Se 4.477 -0.412 -0.266
C 4.119 0.443 -1.918
C 5.014 0.397 -2.995
C 4.699 1.023 -4.187
N 3.569 1.698 -4.416
C 2.716 1.748 -3.389
C 2.936 1.156 -2.157
H 5.952 -0.134 -2.891
H 5.401 0.979 -5.016
H 1.794 2.298 -3.557
H 2.185 1.256 -1.382
*
```

These are the Mulliken partial charges, in e, on atoms 1 to 5: 0.44 -0.77 0.25 -0.47 0.20

---

# 2
# C7H11OP

A 2-piece molecular cluster, C7H11OP overall in a non-equilibrium geometry (ωB97M-V/def2-TZVPD, the OMol25 dataset).

Kohn-Sham gap ... 8.57 eV

Geometry as ORCA input:
```
! wB97M-V def2-TZVPD RIJCOSX def2/J DEFGRID3
* xyz 0 1
C -1.612 -0.033 -0.084
C -0.943 1.126 -0.139
C -0.792 -1.254 0.007
C 0.463 1.008 -0.554
C -3.120 -0.130 -0.007
C 2.057 1.893 0.599
C 2.075 -1.408 -0.264
O -0.415 2.037 -1.029
P 0.640 -0.692 -1.262
H -0.359 -1.246 0.993
H -1.262 -2.082 -0.411
H -3.454 -0.980 -0.628
H -3.445 0.896 -0.206
H -3.476 -0.433 1.043
H 2.829 1.156 0.615
H 1.657 2.221 1.537
H 2.494 2.584 -0.118
H 1.611 -1.371 0.797
H 3.003 -0.855 -0.321
H 2.050 -2.437 -0.568
*
```

These are the Mulliken partial charges, in e, on atoms 1 to 5: 0.26 0.28 -0.97 0.33 -1.32

---

# 3
# C3H7N

An isolated molecule of C3H7N in a non-equilibrium geometry (ωB97M-V/def2-TZVPD, the OMol25 dataset).

SMILES ... C[C@H]1CN1
Kohn-Sham gap ... 10.61 eV

Geometry as ORCA input:
```
! wB97M-V def2-TZVPD RIJCOSX def2/J DEFGRID3
* xyz 0 1
C -1.259 -0.278 -0.373
C 0.145 0.310 -0.373
C 1.003 0.497 0.846
H -1.633 -0.876 0.451
H -2.025 0.577 -0.825
H -1.222 -0.853 -1.300
H 0.305 1.061 -1.084
H 0.480 0.115 1.760
H 1.777 1.333 0.925
H 1.053 -1.413 0.133
N 1.375 -0.473 -0.161
*
```

These are the Mulliken partial charges, in e, on atoms 1 to 5: -1.10 0.08 -0.34 0.33 0.26

---

We obtain energy above the lowest of the compared OMol25 structures with the same formula, charge and spin values of 0.000 5.868 1.476 eV for the records listed above, in that order.